Entry i
DFT (the ωB97M-V functional and the def2-TZVPD basis) results for a single C7H8OS molecule.

Each line ends with the Löwdin charge.
Geometry (Å):
C1 2.26505 -1.65605 0.07942  -0.03
C2 1.38806 -0.48965 -0.04294  -0.33
O1 1.94806 0.76181 0.03478  0.06
C3 0.94101 1.62560 -0.04151  -0.08
C4 -0.26709 1.00691 -0.10676  -0.25
C5 0.03201 -0.38494 -0.11628  -0.46
S1 -1.32066 -1.52719 -0.13988  0.93
C6 -2.42837 -0.11692 0.23683  -0.41
C7 -1.71163 1.20051 -0.13788  -0.17
H1 2.00157 -2.30001 -0.85320  0.12
H2 3.38057 -1.41654 -0.05631  0.11
H3 2.23287 -2.27500 0.95258  0.06
H4 1.11653 2.62892 -0.15615  0.10
H5 -2.52146 -0.04192 1.25748  0.05
H6 -3.28508 -0.42367 -0.20110  0.02
H7 -1.90601 2.12071 0.53306  0.15
H8 -1.86544 1.28742 -1.24216  0.13

As for the total charge: 0. As for the HOMO energy: -7.85 eV. The calculation puts the molecular weight at 140.207 g/mol. As for the orbital gap: 8.69 eV. As for the spin multiplicity: 1.

Entry ii
DFT (the ωB97M-V functional and the def2-TZVPD basis) results for a molecular structure, C7H8OS.

Each line ends with the Löwdin charge.
Geometry (Å):
C1 1.03489 -0.64052 -1.55131  -0.10
C2 1.40368 -0.69221 -0.13276  -0.10
C3 -0.13128 -0.20443 -2.07129  -0.15
C4 0.61018 -0.28106 0.83816  -0.10
C5 -1.31957 0.31586 -1.36494  -0.42
C6 -1.19489 0.34460 0.15042  -0.65
C7 0.81919 -0.05324 2.25569  -0.08
O1 -1.43284 1.39002 1.02331  -0.04
S1 -2.26607 -0.98069 -0.34589  0.87
H1 1.69445 -1.05431 -2.32981  0.11
H2 2.40409 -1.05256 -0.02426  0.10
H3 -0.20259 -0.05705 -3.14030  0.09
H4 -1.93775 0.99084 -1.98759  0.11
H5 0.70836 -0.93376 2.99766  0.12
H6 0.14812 0.74504 2.60659  0.08
H7 1.83303 0.20719 2.30491  0.06
H8 -2.17102 1.95627 0.77141  0.11

As for the total charge: 0. As for the HOMO energy: -8.31 eV. The calculation puts the molecular weight at 140.207 g/mol. As for the orbital gap: 8.81 eV. As for the spin multiplicity: 1.

Winner for stability: entry i

Entry i
DFT (the ωB97M-V functional and the def2-TZVPD basis) results for a single C3H4O2 molecule.

Each line ends with the Löwdin charge.
Geometry (Å):
C1 -0.45136 0.31948 -0.29463  0.01
C2 -1.82010 -0.25558 -0.56790  -0.32
C3 0.59117 -0.18378 0.40797  -0.21
O1 -2.74354 0.32443 -1.10437  0.00
O2 1.86928 0.24638 0.46162  0.03
H1 -0.35680 1.07308 -0.98129  0.09
H2 -1.99931 -1.20458 0.06783  0.12
H3 0.50588 -1.14302 0.87094  0.12
H4 2.05449 1.21787 0.23774  0.16

As for the total charge: 0. As for the HOMO energy (alpha / beta): -6.16 / -9.54 eV. The calculation puts the molecular weight at 72.063 g/mol. As for the orbital gap (alpha / beta): 6.56 / 6.68 eV. As for the spin multiplicity: 3.

Entry ii
DFT (the ωB97M-V functional and the def2-TZVPD basis) results for a single C3H4O2 molecule.

Each line ends with the Löwdin charge.
Geometry (Å):
C1 -1.91847 2.50817 0.54319  -0.36
C2 0.08301 0.98944 0.31855  -0.02
C3 0.40010 -0.25496 1.14786  -0.07
O1 -0.90286 1.88389 0.87152  0.03
O2 -2.33689 3.36054 -0.15072  0.13
H1 -0.21048 0.64172 -0.63076  0.08
H2 -0.39151 -0.47248 1.80339  0.06
H3 1.09869 -0.04838 1.92135  0.06
H4 0.72206 -1.11238 0.50614  0.10

As for the total charge: 0. As for the HOMO energy (alpha / beta): -7.17 / -11.92 eV. The calculation puts the molecular weight at 72.063 g/mol. As for the orbital gap (alpha / beta): 8.04 / 11.00 eV. As for the spin multiplicity: 3.

Winner for stability: entry ii

Entry i
DFT (the ωB97M-V functional and the def2-TZVPD basis) results for 2 unconnected molecules or ions with the total composition C3H6O3S.

Each line ends with the Löwdin charge.
Geometry (Å):
C1 -2.27134 0.31681 -0.89261  -0.18
C2 0.62025 0.59409 0.50088  -0.06
C3 -0.35622 -0.51439 0.56751  -0.19
O1 -4.91312 0.23894 -0.50038  -0.37
O2 -3.38971 0.27643 1.45844  -0.39
O3 -0.08223 -1.69449 0.01402  0.06
S1 -3.58760 0.03847 0.04677  0.64
H1 -2.31703 -0.12990 -1.87756  -0.02
H2 1.50262 0.32389 1.09104  0.10
H3 0.94387 0.77842 -0.52126  0.09
H4 0.19579 1.50128 0.91687  0.09
H5 -1.05733 -0.58146 1.38677  0.10
H6 0.59588 -1.61107 -0.67355  0.13

As for the total charge: 0. As for the HOMO energy: -8.48 eV. The calculation puts the molecular weight at 122.145 g/mol. As for the orbital gap: 8.01 eV. As for the spin multiplicity: 1.

Entry ii
DFT (the ωB97M-V functional and the def2-TZVPD basis) results for a molecular structure, C3H6O3S.

Each line ends with the Löwdin charge.
Geometry (Å):
C1 0.51633 0.66652 -0.13495  -0.26
C2 -1.21848 -0.91254 0.48717  -0.01
C3 -0.94422 0.25512 -0.44688  -0.41
O1 1.05384 1.56763 0.37276  0.14
O2 -1.74130 1.34697 -0.12157  0.01
O3 1.65294 -0.62923 -0.57183  -0.66
S1 3.05537 -0.41182 0.14016  0.74
H1 -2.29026 -0.88324 0.24650  0.10
H2 -0.56225 -1.75875 0.18816  0.10
H3 -0.97085 -0.46218 1.49745  0.12
H4 -0.81113 0.08905 -1.57379  0.19
H5 -1.61261 1.47173 0.81689  0.10
H6 3.87261 -0.33927 -0.90006  -0.16

As for the total charge: 0. As for the HOMO energy: -8.27 eV. The calculation puts the molecular weight at 122.145 g/mol. As for the orbital gap: 8.88 eV. As for the spin multiplicity: 1.

Winner for stability: entry ii